Entry 1:
Molecular formula: C3H5NO2
Method: DFT, ωB97M-V with the def2-TZVPD basis set

Cartesian coordinates (Å):
H  -2.109041  -1.137256  -1.446012
N  -1.412974  -0.885267  -0.749124
C  -1.260515  0.365537  -0.704701
O  -0.411781  0.985958  0.139243
C  0.396067  0.132642  0.956411
C  1.708941  -0.100305  0.219626
O  1.962388  -1.090006  -0.416385
H  -1.773675  1.122062  -1.302724
H  -0.110023  -0.814986  1.148947
H  0.572018  0.693567  1.877975
H  2.438596  0.728055  0.276745

Force components x, y, z for each atom (eV/Å):
H 0.1 0.0 0.1
N 0.0 0.3 -0.1
C -0.2 -0.2 -0.1
O 0.0 0.0 0.0
C 0.0 -0.1 0.1
C 0.1 -0.3 -0.2
O -0.1 0.3 0.3
H 0.0 -0.1 0.0
H 0.1 0.1 0.0
H 0.0 -0.1 -0.1
H 0.0 0.1 0.0

SMILES string: [H]/N=C/OCC=O
Gap between HOMO and LUMO: 10.637 eV

Listed below, in e, are the Löwdin charges computed for each atom: H 0.058; N 0.124; C -0.306; O -0.070; C -0.151; C -0.223; O 0.072; H 0.134; H 0.114; H 0.125; H 0.123

=====

Entry 2:
Molecular formula: C3H5NO2
Method: DFT, ωB97M-V with the def2-TZVPD basis set

Cartesian coordinates (Å):
C  -1.023141  1.353808  -0.088234
N  0.048695  0.377927  -0.066391
C  -0.148270  -0.921277  0.189874
O  -1.193131  -1.491063  0.442693
C  1.828499  -1.717305  0.028843
O  2.515349  -0.802174  -0.251173
H  -1.950468  0.820040  0.131140
H  -0.866685  2.129153  0.669353
H  -1.105438  1.826882  -1.072468
H  1.000391  0.662958  -0.261731
H  0.894202  -2.238952  0.278098

Force components x, y, z for each atom (eV/Å):
C -0.2 0.1 0.0
N 0.1 -0.3 0.0
C -0.3 0.0 0.1
O 0.3 0.2 -0.1
C 0.8 0.8 -0.3
O -0.5 -0.8 0.2
H 0.1 0.1 0.0
H 0.0 -0.1 -0.1
H 0.0 -0.1 0.1
H -0.1 0.0 0.0
H -0.1 0.1 0.0

Gap between HOMO and LUMO: 8.034 eV

Listed below, in e, are the Löwdin charges computed for each atom: C -0.066; N -0.028; C -0.403; O 0.010; C -0.009; O 0.047; H 0.082; H 0.084; H 0.084; H 0.111; H 0.089

=====

Entry 3:
Molecular formula: C3H5NO2
Method: DFT, ωB97M-V with the def2-TZVPD basis set

Cartesian coordinates (Å):
C  1.673793  0.231317  -0.349549
C  0.190869  0.434221  -0.426842
O  -0.355933  1.352829  -0.999851
C  -0.658854  -0.610620  0.326636
N  -1.916734  -0.179201  0.553830
O  -0.192710  -1.680565  0.674516
H  2.186162  0.915684  -1.027143
H  1.989498  0.428846  0.682515
H  1.931047  -0.809997  -0.556760
H  -2.219115  0.685258  0.130159
H  -2.582253  -0.796710  0.990509

Force components x, y, z for each atom (eV/Å):
C 0.0 0.0 -0.1
C 0.0 0.4 -0.2
O 0.3 -0.4 0.3
C -0.1 -0.2 0.1
N 0.0 -0.1 0.0
O -0.2 0.4 -0.1
H -0.1 -0.1 0.1
H 0.0 0.0 -0.1
H -0.1 0.1 0.0
H 0.1 -0.1 0.0
H 0.1 0.1 -0.1

SMILES string: CC(=O)C(N)=O
Gap between HOMO and LUMO: 9.993 eV

Listed below, in e, are the Löwdin charges computed for each atom: C -0.006; C -0.352; O 0.095; C -0.482; N 0.177; O 0.067; H 0.088; H 0.101; H 0.089; H 0.103; H 0.118

=====

Entry 4:
Molecular formula: C3H5NO2
Method: DFT, ωB97M-V with the def2-TZVPD basis set

Cartesian coordinates (Å):
O  -1.339404  1.925896  0.255776
C  -0.539839  1.022129  0.250694
N  0.829837  1.022895  0.276842
C  1.080183  -0.313051  -0.174867
C  -0.605175  -0.478748  0.056362
O  -1.573908  -0.913977  -0.827098
H  1.441054  1.718470  0.666893
H  1.839247  -0.832712  0.460002
H  1.314651  -0.470992  -1.220086
H  -0.279523  -1.118844  0.848998
H  -2.051967  -1.688123  -0.502033

Force components x, y, z for each atom (eV/Å):
O 0.2 -0.6 0.2
C 0.0 0.3 0.3
N 0.1 0.5 -0.1
C -0.3 0.0 -0.6
C 1.5 -0.2 -0.5
O 0.5 -0.4 0.0
H 0.1 0.1 -0.2
H -1.0 -0.2 -0.3
H 0.3 0.4 -0.3
H -1.8 -0.3 1.5
H 0.3 0.2 0.1

SMILES string: O=C1NC[C@@H]1O
Gap between HOMO and LUMO: 10.228 eV

Listed below, in e, are the Löwdin charges computed for each atom: O 0.089; C -0.458; N 0.057; C -0.090; C -0.224; O 0.032; H 0.144; H 0.114; H 0.098; H 0.130; H 0.107

=====

Entry 5:
Molecular formula: C3H5NO2
Method: DFT, ωB97M-V with the def2-TZVPD basis set

Cartesian coordinates (Å):
N  1.626515  0.347096  -0.538338
C  0.745496  0.878505  0.340645
O  0.905458  1.913010  0.958744
C  -0.572460  0.129392  0.452668
C  -1.539395  -1.831353  -0.514558
O  -0.474033  -1.202631  -0.109205
H  1.479963  -0.571537  -0.925573
H  2.514491  0.807057  -0.665221
H  -0.886613  0.073312  1.497427
H  -2.405104  -1.162432  -0.240449
H  -1.322656  0.669665  -0.129737

Force components x, y, z for each atom (eV/Å):
N 0.1 0.1 0.1
C 0.0 0.1 0.0
O 0.0 -0.3 -0.2
C -0.1 0.2 0.1
C 0.1 0.1 0.3
O -0.2 -0.2 -0.2
H 0.0 0.1 0.1
H -0.1 -0.1 0.1
H 0.1 0.0 -0.1
H 0.0 -0.1 -0.2
H 0.1 0.1 0.2

Gap between HOMO and LUMO: 9.326 eV

Listed below, in e, are the Löwdin charges computed for each atom: N 0.181; C -0.529; O 0.060; C -0.091; C 0.064; O -0.195; H 0.103; H 0.120; H 0.143; H 0.012; H 0.134

=====

Entry 6:
Molecular formula: C3H5NO2
Method: DFT, ωB97M-V with the def2-TZVPD basis set

Cartesian coordinates (Å):
C  -1.057608  1.347540  -0.093708
N  0.049956  0.428526  -0.078007
C  -0.046331  -0.882987  0.158090
O  -1.043078  -1.536787  0.421470
C  1.326663  -1.560077  0.056135
O  2.363646  -1.000805  -0.215380
H  -1.968101  0.787011  0.127578
H  -0.915594  2.123426  0.663832
H  -1.146321  1.811546  -1.080127
H  0.991915  0.727383  -0.285541
H  1.180826  -2.627442  0.269311

Force components x, y, z for each atom (eV/Å):
C -0.2 0.1 0.0
N 0.1 -0.1 0.0
C 0.0 0.2 0.0
O 0.4 0.2 -0.1
C 0.0 0.0 0.0
O -0.9 -0.5 0.2
H 0.1 0.1 0.0
H -0.1 0.0 -0.1
H -0.1 0.0 0.1
H -0.1 0.2 0.0
H 0.6 -0.3 0.0

SMILES string: CNC(=O)C=O
Gap between HOMO and LUMO: 9.907 eV

Listed below, in e, are the Löwdin charges computed for each atom: C -0.054; N 0.015; C -0.482; O 0.063; C -0.140; O 0.077; H 0.088; H 0.087; H 0.087; H 0.132; H 0.126

=====

Entry 7:
Molecular formula: C3H5NO2
Method: DFT, ωB97M-V with the def2-TZVPD basis set

Cartesian coordinates (Å):
O  0.974805  0.844601  -0.438890
C  -0.345263  1.084741  0.814346
C  -1.143528  -0.050453  0.158128
N  -0.129787  -1.043740  -0.191869
C  1.113316  -0.563502  -0.343382
O  2.182897  -1.102588  -0.415180
H  1.802082  1.233897  -0.112584
H  -0.726178  2.035287  0.398888
H  -1.820413  -0.464586  0.913945
H  -1.734687  0.189464  -0.739845
H  -0.242129  -2.036267  -0.064091

Force components x, y, z for each atom (eV/Å):
O 0.1 0.1 0.2
C -0.2 0.0 -0.3
C -0.1 0.0 0.1
N 0.2 -0.1 0.1
C 0.1 -0.3 0.0
O -0.4 0.2 -0.1
H -0.1 -0.1 0.0
H 0.1 -0.1 0.1
H 0.1 0.1 -0.1
H 0.1 0.0 0.1
H 0.0 0.1 0.0

Gap between HOMO and LUMO: 8.863 eV

Listed below, in e, are the Löwdin charges computed for each atom: O 0.015; C 0.047; C -0.262; N 0.082; C -0.561; O 0.123; H 0.157; H 0.023; H 0.115; H 0.106; H 0.156

=====

Entry 8:
Molecular formula: C3H5NO2
Method: DFT, ωB97M-V with the def2-TZVPD basis set

Cartesian coordinates (Å):
C  0.921687  -0.681223  -0.928346
C  0.667786  0.524033  -0.063374
O  1.527319  1.150962  0.487301
N  -0.769255  0.838102  0.120791
C  -1.227221  0.092194  1.163723
O  -2.329711  0.008274  1.645976
H  0.060817  -1.351546  -0.928030
H  1.831910  -1.213123  -0.636622
H  1.061506  -0.299225  -1.944982
H  -1.402289  1.405476  -0.441353
H  -0.342548  -0.473923  1.524916

Force components x, y, z for each atom (eV/Å):
C 0.0 0.0 -0.1
C 0.2 0.5 -0.4
O -0.7 -0.2 -0.3
N 0.1 -0.1 0.3
C 0.1 -0.3 0.3
O 0.2 0.3 -0.4
H 0.1 0.1 0.0
H -0.2 0.2 0.0
H 0.0 -0.1 0.0
H 0.6 -0.1 0.1
H -0.5 -0.3 0.6

SMILES string: CC(=O)NC=O
Gap between HOMO and LUMO: 10.983 eV

Listed below, in e, are the Löwdin charges computed for each atom: C -0.002; C -0.472; O 0.137; N 0.103; C -0.383; O 0.045; H 0.084; H 0.093; H 0.096; H 0.159; H 0.140

=====

Entry 9:
Molecular formula: C3H5NO2S
Method: DFT, ωB97M-V with the def2-TZVPD basis set

Cartesian coordinates (Å):
O  2.408047  0.739584  0.799950
C  2.091950  0.197242  -0.284311
O  2.859821  -0.313886  -1.149122
N  0.710114  0.100604  -0.587644
C  -0.362390  0.532761  0.276580
C  -1.535049  -0.503195  0.222523
S  -3.184170  0.070837  0.714151
H  0.477879  -0.517463  -1.344259
H  -0.732749  1.541420  0.082575
H  -0.032728  0.459696  1.312902
H  -1.162313  -1.388432  0.760703
H  -1.538413  -0.919168  -0.804050

Force components x, y, z for each atom (eV/Å):
O 0.0 0.2 0.0
C -0.1 -0.4 0.0
O 0.0 0.0 -0.1
N 0.2 0.4 0.2
C -0.7 -1.3 0.5
C 0.8 -0.2 -0.9
S 0.0 -0.1 0.1
H 0.1 0.1 0.0
H 0.0 0.0 -0.1
H 0.3 0.6 0.0
H -0.3 0.2 0.4
H -0.4 0.4 0.0

SMILES string: O=C([O-])NCC[S-]
Net charge: -2
Gap between HOMO and LUMO: 5.787 eV

Listed below, in e, are the Löwdin charges computed for each atom: O -0.115; C -0.828; O -0.159; N -0.005; C -0.324; C -0.829; S -0.038; H 0.088; H 0.074; H 0.090; H 0.032; H 0.016

=====

Entry 10:
Molecular formula: C3H5NO2S
Method: DFT, ωB97M-V with the def2-TZVPD basis set

Cartesian coordinates (Å):
C  -0.727236  0.874796  1.295214
C  0.008950  1.451661  -0.760620
C  1.076847  1.606586  0.297125
N  0.726174  1.170235  1.420096
O  -1.056199  1.148216  0.086482
O  -0.459803  -2.059003  -0.456718
S  -0.446539  -3.659199  -0.293767
H  -0.161828  2.412337  -1.269452
H  0.419052  0.532452  -1.308674
H  2.143039  2.047116  0.192251
H  -1.302144  -1.738455  -0.379288
H  -0.220308  -3.786737  1.177349

Force components x, y, z for each atom (eV/Å):
C 1.1 -0.2 1.7
C 2.8 0.4 0.3
C 2.6 1.1 -0.8
N -1.5 -0.2 0.9
O -1.8 -0.8 -1.4
O 3.5 0.2 -0.5
S 0.4 -1.7 2.6
H -0.1 -0.8 -0.4
H -1.3 1.3 -0.1
H -1.9 -0.9 -0.4
H -3.5 1.3 0.4
H -0.4 0.3 -2.5

Gap between HOMO and LUMO: 9.345 eV

Listed below, in e, are the Löwdin charges computed for each atom: C -0.060; C -0.157; C -0.174; N 0.054; O -0.104; O -0.576; S 0.676; H 0.139; H 0.160; H 0.146; H -0.037; H -0.067

=====

Question: What is the gap between HOMO and LUMO in the seventh record?
Answer: 8.863 eV

=====

Question: Number 3 is which compound?
Answer: C3H5NO2

=====

Question: gap between HOMO and LUMO of number 6 (C3H5NO2)?
Answer: 9.907 eV

=====

Copy entry 6 word for word.
Molecular formula: C3H5NO2
Method: DFT, ωB97M-V with the def2-TZVPD basis set

Cartesian coordinates (Å):
C  -1.057608  1.347540  -0.093708
N  0.049956  0.428526  -0.078007
C  -0.046331  -0.882987  0.158090
O  -1.043078  -1.536787  0.421470
C  1.326663  -1.560077  0.056135
O  2.363646  -1.000805  -0.215380
H  -1.968101  0.787011  0.127578
H  -0.915594  2.123426  0.663832
H  -1.146321  1.811546  -1.080127
H  0.991915  0.727383  -0.285541
H  1.180826  -2.627442  0.269311

Force components x, y, z for each atom (eV/Å):
C -0.2 0.1 0.0
N 0.1 -0.1 0.0
C 0.0 0.2 0.0
O 0.4 0.2 -0.1
C 0.0 0.0 0.0
O -0.9 -0.5 0.2
H 0.1 0.1 0.0
H -0.1 0.0 -0.1
H -0.1 0.0 0.1
H -0.1 0.2 0.0
H 0.6 -0.3 0.0

SMILES string: CNC(=O)C=O
Gap between HOMO and LUMO: 9.907 eV

Listed below, in e, are the Löwdin charges computed for each atom: C -0.054; N 0.015; C -0.482; O 0.063; C -0.140; O 0.077; H 0.088; H 0.087; H 0.087; H 0.132; H 0.126